DFT (ωB97M-V/def2-TZVPD) results for a single C4H12N2O molecule.

* ΔE to the lowest compared entry with this formula, charge and spin: 330.6 kJ/mol
* SMILES: NCCNCCO
* 2S+1: 1
* calculated total energy: -9367.7670 eV
* HOMO level: -8.29 eV
* orbital gap: 9.187 eV

Atoms and positions in Å:
N  1.93314  -1.44907  1.06456
C  1.99806  -0.13241  0.39209
C  1.49617  0.01945  -1.05071
N  0.03393  0.04877  -1.00911
C  -1.06308  0.86752  -0.57057
C  -1.99909  0.16515  0.47785
O  -3.27309  0.74429  0.30294
H  1.45749  -1.29153  2.00839
H  1.44299  -2.20926  0.63098
H  3.08661  -0.11474  0.48188
H  1.55551  0.74416  1.01858
H  1.89038  0.88466  -1.58650
H  1.73337  -0.78706  -1.77057
H  -0.41548  -0.33659  -1.85365
H  -0.74674  1.77417  -0.09917
H  -1.82123  1.01410  -1.40678
H  -2.01355  -0.82514  0.33258
H  -1.46784  0.32133  1.53805
H  -3.82755  0.56221  1.09914